Record 1
This record from the OMol25 dataset describes the ion C2H6N2O with charge -1. The level of theory is ωB97M-V/def2-TZVPD.

- Charge: -1
- HOMO (alpha / beta): 1.940 / -4.347 eV
- Gap between HOMO and LUMO (alpha / beta): 2.3 / 8.8 eV
- ΔE to the lowest compared entry with this formula, charge and spin: 55.9 kJ/mol
- Multiplicity: 2
- Strongest force on any atom: 0.0751 Eh/bohr
- M: 74.1 g/mol

Each line ends with the Mulliken spin population.
CARTESIAN COORDINATES (ANGSTROEM)
N -1.6019 0.0067 0.2366  0.007
C -0.4757 0.9104 0.0235  1.149
C 0.9680 0.2913 -0.0498  0.324
N 0.9924 -1.0419 -0.3399  -0.004
O 1.9269 0.9732 0.2706  0.181
H -1.4156 -0.4491 1.1302  0.045
H -1.6591 -0.6665 -0.5216  -0.277
H -0.5767 1.3261 -0.9790  -0.280
H -0.3571 1.7229 0.7408  -0.082
H 0.3020 -1.6604 0.0808  0.087
H 1.8968 -1.4128 -0.5924  -0.151


Record 2
This record from the OMol25 dataset describes the ion C13H20NO with charge +1. The level of theory is ωB97M-V/def2-TZVPD.

- Charge: +1
- HOMO (alpha / beta): -10.887 / -11.712 eV
- Gap between HOMO and LUMO (alpha / beta): 7.3 / 8.4 eV
- ΔE to the lowest compared entry with this formula, charge and spin: 585.0 kJ/mol
- Strongest force on any atom: 0.0817 Eh/bohr
- M: 206.3 g/mol

Each line ends with the Löwdin charge.
CARTESIAN COORDINATES (ANGSTROEM)
C 2.4501 0.7249 0.0703  -0.038
C 3.3259 -0.2957 -0.0130  -0.056
C 1.0239 0.5352 -0.0290  -0.151
C 0.5748 -0.7240 0.2233  -0.156
C 2.8109 -1.6813 -0.3314  -0.181
C 1.5056 -1.9037 0.4907  -0.111
C -1.2593 -1.4098 -1.2344  -0.005
C -2.7366 -1.0521 -1.0982  -0.090
C 0.2022 1.7549 -0.2125  -0.204
C -1.7412 0.0879 0.6406  -0.250
C -0.3865 1.9061 -1.5617  -0.043
C 0.1194 2.8210 0.8706  -0.017
C -1.9855 -0.0231 2.1343  0.039
N -0.8542 -0.9883 0.1825  -0.006
O -2.7219 0.1862 -0.2956  -0.013
H 2.7967 1.7547 0.2342  0.129
H 4.4185 -0.1138 -0.0543  0.125
H 2.7136 -1.7886 -1.5065  0.158
H 3.5007 -2.5634 -0.1935  0.126
H 1.8196 -2.0350 1.5511  0.136
H 0.9691 -2.8926 0.2390  0.140
H -0.9451 -2.4595 -1.3161  0.153
H -0.8103 -0.6794 -1.9083  0.102
H -3.3245 -0.9580 -2.0216  0.140
H -3.2960 -1.9208 -0.6011  0.153
H 0.1096 2.6713 -2.2197  0.112
H -1.2753 2.5271 -1.4374  0.090
H -0.5222 0.8795 -2.1288  0.108
H 0.1825 2.5553 1.8783  0.072
H -0.7292 3.3955 0.7021  0.067
H 0.9159 3.5178 0.7472  0.082
H -2.7646 -0.7156 2.3907  0.095
H -2.1603 0.9775 2.5085  0.096
H -1.0650 -0.3627 2.5237  0.075
H -0.8612 -1.7273 0.7760  0.125


Record 3
This record from the OMol25 dataset describes a structure of composition C16H35BrCl2IO5PSTa. The level of theory is ωB97M-V/def2-TZVPD.

- Charge: -1
- HOMO: -4.401 eV
- Gap between HOMO and LUMO: 6.1 eV
- Strongest force on any atom: 0.0325 Eh/bohr
- M: 829.2 g/mol

Each line ends with the Löwdin charge.
CARTESIAN COORDINATES (ANGSTROEM)
C 3.4998 -3.6504 1.4379  -0.113
C 2.7346 -3.3208 0.1576  -0.272
C 1.4972 -4.1886 -0.0426  -0.231
C 0.6165 -3.6848 -1.1886  -0.201
C -0.3569 -2.5564 -0.7695  -0.284
C -0.0612 -1.2172 -1.4505  -0.347
Ta -1.4428 0.4733 -0.9998  1.411
I -3.1497 2.7612 -0.7559  0.168
C -0.0718 1.8594 -2.2441  -0.407
C 1.4341 1.7994 -1.8965  -0.307
C 2.0667 3.1903 -1.7393  -0.232
C 1.7843 3.7640 -0.3585  -0.263
S 2.5211 5.3467 -0.1419  0.567
O 2.0097 6.2821 -1.0794  -0.258
O 3.9326 5.1705 0.0069  -0.287
O 1.9340 5.8018 1.2709  -0.154
C -0.3841 1.0231 0.9736  -0.292
C -0.0264 -0.1278 1.9194  -0.522
C -0.0156 0.3089 3.3844  -0.067
O 1.2490 -0.6787 1.5609  -0.072
C -2.9185 -0.7696 0.2846  -0.844
Cl -4.2754 -1.5536 -0.6301  0.501
C -3.4956 -0.0412 1.5193  -0.818
C -4.9477 0.3808 1.4808  -0.231
Cl -3.3221 -1.1255 3.0063  0.549
P -2.5335 -0.2169 -3.3288  0.235
O -2.6690 -1.8818 -3.3277  -0.545
Br -4.6845 0.4701 -3.5348  0.046
H 3.4320 -4.7140 1.6707  0.065
H 4.5592 -3.4162 1.3376  0.061
H 3.1017 -3.0920 2.2820  0.063
H 3.3814 -3.4254 -0.7153  0.105
H 2.4109 -2.2813 0.2028  0.080
H 0.9232 -4.1736 0.8883  0.111
H 1.7921 -5.2292 -0.1980  0.103
H 1.2715 -3.3211 -1.9832  0.103
H 0.0577 -4.5193 -1.6130  0.102
H -0.2822 -2.4534 0.3129  0.075
H -1.3732 -2.8807 -0.9897  0.084
H -0.1135 -1.3888 -2.5345  0.038
H 0.9805 -0.9484 -1.2566  0.046
H -0.1946 1.5551 -3.2846  0.010
H -0.4288 2.8866 -2.1854  -0.013
H 1.6382 1.1979 -1.0100  0.062
H 1.9716 1.3193 -2.7160  0.102
H 1.6136 3.8547 -2.4763  0.114
H 3.1357 3.1794 -1.9496  0.113
H 2.2135 3.1244 0.4145  0.105
H 0.7111 3.8341 -0.1854  0.112
H 2.3284 5.2451 1.9494  0.086
H 0.5528 1.5332 0.7464  0.021
H -1.0142 1.7575 1.4784  0.016
H -0.7230 -0.9589 1.8510  0.075
H -0.9720 0.7632 3.6302  0.060
H 0.7559 1.0739 3.5098  0.078
H 0.1550 -0.5347 4.0495  0.078
H 1.9140 -0.1552 2.0078  0.079
H -2.4062 -1.6361 0.6948  -0.015
H -2.8850 0.8182 1.7655  0.020
H -5.1781 0.9171 0.5659  0.015
H -5.1307 1.0579 2.3167  0.072
H -5.6062 -0.4731 1.6042  0.050
H -3.5173 -2.1342 -3.6955  -0.005


Record 4
This record from the OMol25 dataset describes an isolated molecule of C6H16N2O. The level of theory is ωB97M-V/def2-TZVPD.

- Charge: 0
- HOMO: -8.389 eV
- Gap between HOMO and LUMO: 9.3 eV
- ΔE to the lowest compared entry with this formula, charge and spin: 91.8 kJ/mol
- Strongest force on any atom: 0.0169 Eh/bohr
- M: 132.2 g/mol

Each line ends with the Löwdin charge.
CARTESIAN COORDINATES (ANGSTROEM)
C 1.5187 0.7497 -1.2475  -0.096
N 1.2327 0.3625 0.1198  -0.238
C 2.4301 -0.0693 0.8060  -0.103
C 0.1044 -0.5432 0.2786  -0.363
N 0.1427 -1.7740 -0.5045  0.083
C -1.2562 0.1671 0.0077  -0.577
C -1.2514 1.5818 0.5800  -0.018
C -2.3645 -0.6670 0.6607  -0.033
O -1.5152 0.2762 -1.3833  -0.029
H 2.1536 1.6362 -1.2303  0.087
H 0.5888 0.9916 -1.7555  0.076
H 2.0480 -0.0331 -1.8159  0.084
H 3.1551 0.7441 0.7814  0.083
H 2.1932 -0.2918 1.8454  0.083
H 2.9015 -0.9579 0.3532  0.080
H 0.0960 -0.8378 1.3345  0.147
H 0.9371 -2.3403 -0.2294  0.075
H 0.2541 -1.5460 -1.4878  0.070
H -0.5146 2.1885 0.0660  0.076
H -2.2334 2.0268 0.4435  0.087
H -1.0075 1.5536 1.6372  0.089
H -2.2862 -0.6278 1.7432  0.084
H -3.3355 -0.2759 0.3647  0.086
H -2.2812 -1.7038 0.3406  0.076
H -1.7105 -0.6101 -1.7083  0.093


Copy entry 2 word for word.
This record from the OMol25 dataset describes the ion C13H20NO with charge +1. The level of theory is ωB97M-V/def2-TZVPD.

- Charge: +1
- HOMO (alpha / beta): -10.887 / -11.712 eV
- Gap between HOMO and LUMO (alpha / beta): 7.3 / 8.4 eV
- ΔE to the lowest compared entry with this formula, charge and spin: 585.0 kJ/mol
- Strongest force on any atom: 0.0817 Eh/bohr
- M: 206.3 g/mol

Each line ends with the Löwdin charge.
CARTESIAN COORDINATES (ANGSTROEM)
C 2.4501 0.7249 0.0703  -0.038
C 3.3259 -0.2957 -0.0130  -0.056
C 1.0239 0.5352 -0.0290  -0.151
C 0.5748 -0.7240 0.2233  -0.156
C 2.8109 -1.6813 -0.3314  -0.181
C 1.5056 -1.9037 0.4907  -0.111
C -1.2593 -1.4098 -1.2344  -0.005
C -2.7366 -1.0521 -1.0982  -0.090
C 0.2022 1.7549 -0.2125  -0.204
C -1.7412 0.0879 0.6406  -0.250
C -0.3865 1.9061 -1.5617  -0.043
C 0.1194 2.8210 0.8706  -0.017
C -1.9855 -0.0231 2.1343  0.039
N -0.8542 -0.9883 0.1825  -0.006
O -2.7219 0.1862 -0.2956  -0.013
H 2.7967 1.7547 0.2342  0.129
H 4.4185 -0.1138 -0.0543  0.125
H 2.7136 -1.7886 -1.5065  0.158
H 3.5007 -2.5634 -0.1935  0.126
H 1.8196 -2.0350 1.5511  0.136
H 0.9691 -2.8926 0.2390  0.140
H -0.9451 -2.4595 -1.3161  0.153
H -0.8103 -0.6794 -1.9083  0.102
H -3.3245 -0.9580 -2.0216  0.140
H -3.2960 -1.9208 -0.6011  0.153
H 0.1096 2.6713 -2.2197  0.112
H -1.2753 2.5271 -1.4374  0.090
H -0.5222 0.8795 -2.1288  0.108
H 0.1825 2.5553 1.8783  0.072
H -0.7292 3.3955 0.7021  0.067
H 0.9159 3.5178 0.7472  0.082
H -2.7646 -0.7156 2.3907  0.095
H -2.1603 0.9775 2.5085  0.096
H -1.0650 -0.3627 2.5237  0.075
H -0.8612 -1.7273 0.7760  0.125